1.
This record from OMol25 describes a structure of composition C19H41NOOsP2Si. The level of theory is wB97M-V/def2-TZVPD.

Results
charge	0
<S²>	6.07
Kohn-Sham gap (alpha / beta)	0.1778 / 0.2792	hartree
energy relative to the best compared isomer or geometry (same formula, charge and spin)	0.209	eV
2S+1	5
HOMO level (alpha / beta)	-4.22 / -7.83	eV

Positions of all 66 atoms, in Å:
1 Os 0.60262 0.11858 0.05148
2 Si 2.80931 0.47774 -0.87440
3 P -0.15761 0.53530 -2.22226
4 N 0.21154 -1.64125 -0.25631
5 H 2.12683 0.57580 0.62201
6 C -1.95090 0.62090 -2.59279
7 H -2.13820 0.60058 -3.67632
8 H -2.38196 1.52861 -2.16463
9 H -2.44551 -0.24010 -2.13764
10 C 0.45609 1.96220 -3.20420
11 H 0.14838 1.86734 -4.25631
12 H 1.54799 2.00773 -3.16567
13 H 0.05999 2.90150 -2.80733
14 C 0.24057 -0.85824 -3.36849
15 H -0.00463 -0.59050 -4.40748
16 H -0.33803 -1.74527 -3.08734
17 H 1.30231 -1.10996 -3.30906
18 C 3.52192 2.17933 -0.55956
19 H 3.23301 2.62896 0.39155
20 H 3.21309 2.84372 -1.36625
21 H 4.60206 2.02889 -0.57565
22 H 3.51713 -0.61805 -0.12828
23 H 2.80336 0.18923 -2.33044
24 C 0.11382 -2.92557 -0.50970
25 C -1.19297 -4.97437 -0.48040
26 C -1.11277 -3.61732 -0.25847
27 C 1.22429 -3.66326 -1.02787
28 C 1.09993 -5.01996 -1.24173
29 C -0.09596 -5.69228 -0.96839
30 H -2.11723 -5.49223 -0.26549
31 H -1.93490 -3.01362 0.12170
32 H 2.14252 -3.10805 -1.21303
33 H 1.94551 -5.57658 -1.61918
34 H -0.17193 -6.77484 -1.13342
35 C -1.76619 2.74694 0.47508
36 O -1.55042 1.51461 0.15674
37 C -2.09677 3.04157 1.91423
38 H -1.42788 3.82196 2.31220
39 H -1.90231 2.12608 2.48833
40 H -3.14920 3.31678 2.12726
41 C -1.15132 3.79522 -0.42506
42 H -1.64783 3.89867 -1.39793
43 H -0.12879 3.44722 -0.63566
44 H -1.08134 4.77543 0.04257
45 C 3.73231 0.45246 2.82255
46 C 2.73433 -0.70001 2.72048
47 P 0.98844 -0.22006 2.31759
48 C -0.02959 -1.66121 2.81593
49 C 0.03050 -2.05874 4.30027
50 C 0.58091 1.12799 3.49242
51 C 1.15316 1.02214 4.91069
52 H 4.02405 0.82860 1.83152
53 H 4.65315 0.09094 3.29955
54 H 3.36951 1.29998 3.41268
55 H 3.03348 -1.37704 1.90578
56 H 2.71339 -1.30036 3.63946
57 H -1.07269 -1.44283 2.52920
58 H 0.27941 -2.51623 2.19731
59 H -0.57122 -1.39239 4.93277
60 H -0.37566 -3.07174 4.43263
61 H 1.05445 -2.07859 4.69321
62 H 0.91861 2.05981 3.00882
63 H -0.51748 1.17989 3.54103
64 H 2.23837 0.88850 4.93914
65 H 0.92894 1.94567 5.45942
66 H 0.70302 0.20548 5.48703

These are the Löwdin partial charges, in e, on atoms 1 to 8: number 1, Os, carries 0.838; number 2, Si, carries 0.333; number 3, P, carries 0.671; number 4, N, carries -0.223; number 5, H, carries -0.155; number 6, C, carries -0.255; number 7, H, carries 0.052; number 8, H, carries 0.028

***

2.
This record from OMol25 describes a structure of composition C17H24F3IrNO6S4. The level of theory is wB97M-V/def2-TZVPD.

Results
charge	0
<S²>	0.75
Kohn-Sham gap (alpha / beta)	0.2364 / 0.2094	hartree
energy relative to the best compared isomer or geometry (same formula, charge and spin)	1.373	eV
2S+1	2
HOMO level (alpha / beta)	-7.29 / -7.29	eV

Positions of all 56 atoms, in Å:
1 Ir -0.00608 -0.14789 0.28206
2 C -0.18092 -2.39911 3.35058
3 C 0.17597 -0.94990 3.62781
4 S -0.56703 0.28638 2.53166
5 C -2.34753 -0.02158 2.69394
6 C -3.00329 -1.15292 1.91550
7 S -2.38934 -1.28669 0.21712
8 C -2.07924 -3.06953 0.05048
9 C -1.22180 -3.78333 1.10654
10 S 0.25135 -2.88699 1.65554
11 H -1.24018 -2.57468 3.52080
12 H 0.37338 -3.03752 4.03822
13 H 1.24981 -0.78346 3.52203
14 H -0.10098 -0.69382 4.65158
15 H -2.77856 0.93336 2.39018
16 H -2.53891 -0.13267 3.76314
17 H -4.07326 -0.95357 1.86505
18 H -2.87386 -2.11471 2.40383
19 H -1.62044 -3.15636 -0.93499
20 H -3.05478 -3.55417 -0.00121
21 H -0.87359 -4.72428 0.68210
22 H -1.81281 -4.02941 1.98706
23 N -0.00161 -0.18752 -1.82007
24 C 1.00205 0.59896 -2.55188
25 C 1.36698 0.18077 -3.82365
26 C 2.32618 0.89062 -4.52545
27 C 2.91388 2.01807 -3.96376
28 C 2.51815 2.43835 -2.70447
29 C 1.56298 1.72956 -1.98772
30 S 4.22276 2.87652 -4.85056
31 O 4.40132 4.10130 -4.09042
32 O 3.67294 3.04460 -6.18243
33 O 5.32829 1.93686 -4.76482
34 H -0.92012 0.27946 -1.96851
35 H -0.06258 -1.10006 -2.26185
36 H 0.91049 -0.70277 -4.26006
37 H 2.63285 0.58114 -5.51601
38 H 2.97729 3.33152 -2.30070
39 H 1.25318 2.06114 -1.00468
40 F -2.48459 4.15777 0.50458
41 C -3.08486 3.12087 -0.07666
42 F -3.90694 2.55808 0.85456
43 F -3.84538 3.56461 -1.06647
44 C -2.08600 2.03074 -0.53347
45 O -2.35824 1.38035 -1.53660
46 O -1.10426 1.87840 0.25739
47 C 2.34748 1.77476 1.71737
48 O 2.65464 0.42259 1.31635
49 C 1.86201 -0.25473 0.50695
50 C 2.69607 -1.21439 -0.29720
51 H 2.89891 1.94625 2.63613
52 H 1.28018 1.92690 1.85692
53 H 2.71294 2.42916 0.92822
54 H 3.50898 -0.64429 -0.74982
55 H 2.10827 -1.69640 -1.07335
56 H 3.13822 -1.98111 0.34312

These are the Löwdin partial charges, in e, on atoms 1 to 8: number 1, Ir, carries 0.957; number 2, C, carries -0.484; number 3, C, carries -0.465; number 4, S, carries 0.876; number 5, C, carries -0.442; number 6, C, carries -0.451; number 7, S, carries 0.895; number 8, C, carries -0.480